1.
C23H26FN3O4S | ωB97M-V/def2-TZVPD

The calculation puts the orbital gap at 8.087 eV. The value obtained for the energy above the lowest of the compared OMol25 structures with the same formula, charge and spin is 180.4 kJ/mol. The LUMO energy comes out at -0.178 eV. The value obtained for the total energy is -50485.5284 eV. As for the SMILES: O=C(/C=C/c1ccc(F)cc1)Nc1cc(S(=O)(=O)N2CCOCC2)ccc1N1CCCC1.

The geometry in ORCA input format:
```
! RIJCOSX wB97M-V def2-TZVPD def2/J DEFGRID3
* xyz 0 1
H -5.20 4.25 -0.63
N -0.43 -2.31 -1.95
H -2.25 -5.46 1.15
C -4.02 2.53 -1.14
H 0.87 -2.21 2.48
N 3.62 1.24 -0.02
H -1.40 -2.10 2.72
H -0.92 1.90 0.06
H -3.74 -4.77 0.50
C -4.28 3.72 -0.49
H 3.06 2.16 -1.82
C 1.09 -2.02 1.45
C 4.19 3.37 0.95
C 2.61 -1.19 -0.20
C -2.82 1.84 -0.95
C -2.59 0.60 -1.66
H -1.37 4.03 1.22
H 1.65 2.83 0.82
C 2.14 3.14 -0.11
H 3.77 3.08 1.93
H 1.97 -1.31 -2.22
C -1.43 -3.07 2.22
H -0.90 -0.16 -0.63
C -3.31 4.23 0.36
C -1.46 -1.48 -2.28
C -2.84 -3.64 2.15
H -3.12 -4.18 3.05
O 4.26 -0.25 -2.02
S 4.08 -0.29 -0.60
O 3.21 4.01 0.18
C 4.74 2.13 0.25
H 5.45 1.59 0.88
H 1.81 1.19 -1.00
C -2.10 3.59 0.56
H -0.77 -3.77 2.75
H 1.44 3.70 -0.73
C 2.29 -1.42 1.12
H -3.28 0.38 -2.47
C 1.71 -1.53 -1.20
C -1.93 -3.68 -0.04
H -4.76 2.12 -1.81
C -1.86 2.40 -0.09
F -3.55 5.40 1.00
H -1.37 -4.30 -0.75
C -2.77 -4.53 0.91
H 3.00 -1.15 1.88
H 4.98 4.11 1.11
N -1.03 -2.95 0.83
C 0.49 -2.10 -0.89
C -1.62 -0.29 -1.42
C 2.63 1.88 -0.85
O 5.17 -0.73 0.22
O -2.18 -1.72 -3.24
H -0.20 -3.00 -2.65
H 5.23 2.42 -0.69
H -3.56 -2.84 1.99
H -2.57 -3.00 -0.60
C 0.15 -2.38 0.46
*
```

Löwdin population analysis, charges in e, atoms 1 to 2: atom 1 (H): 0.120, atom 2 (N): 0.101

***

2.
C23H26FN3OS2 | ωB97M-V/def2-TZVPD

The calculation puts the orbital gap at 8.384 eV. The LUMO energy comes out at 0.480 eV. The value obtained for the total energy is -55179.0364 eV. As for the SMILES: C[C@H](NC(=O)Cc1cccs1)[C@@H](c1cccs1)N1CCN(c2ccccc2F)CC1.

The geometry in ORCA input format:
```
! RIJCOSX wB97M-V def2-TZVPD def2/J DEFGRID3
* xyz 0 1
C -0.60 -0.77 1.24
H -3.58 -2.18 1.73
C -0.35 3.30 -6.18
C -0.39 2.77 -3.81
C -2.72 -1.54 1.79
H 3.95 0.17 1.55
H 0.00 3.05 -7.18
N 0.70 0.29 -0.59
C -2.63 -0.48 2.63
F -1.70 4.22 -2.43
H 0.53 2.02 0.57
N -0.09 1.94 -2.74
C -1.85 -2.65 5.11
H 2.09 -4.34 3.60
H -2.64 -2.17 5.65
C 0.46 2.50 -1.52
H 1.55 2.57 -1.61
C 1.83 -0.24 1.55
H 0.53 -1.27 -1.95
H -3.35 -0.12 3.34
C 0.35 -3.27 4.17
H -0.98 1.55 -0.25
C 3.18 -0.18 0.85
N 1.84 -1.20 2.65
H -1.44 -2.50 0.28
C 0.12 1.59 -0.35
C -1.92 -3.70 4.26
H -0.51 -4.86 3.03
H -2.20 5.56 -4.51
C -1.21 3.90 -3.66
C -1.56 -1.71 1.00
H 1.56 -0.86 3.55
C 1.99 -2.53 2.48
O 2.23 -3.07 1.43
S -1.13 0.33 2.47
C 0.02 2.49 -5.12
H -1.42 5.04 -6.82
H 0.06 3.50 -1.34
H 3.45 -1.17 0.50
H -0.05 0.19 -3.87
H 1.60 0.74 1.99
C -1.14 4.41 -5.99
C -1.57 4.71 -4.71
H 3.12 0.50 0.01
C 1.79 -3.31 3.79
H 2.41 -2.88 4.57
C 0.72 -0.63 0.55
H 1.52 0.63 -3.13
C -0.66 -4.06 3.72
H 0.66 1.65 -5.31
C 0.43 0.61 -2.98
H -0.99 -0.37 -1.69
C 0.11 -0.28 -1.78
H 0.99 -1.61 0.15
H -2.84 -4.22 4.03
S -0.25 -2.06 5.26
*
```

Löwdin population analysis, charges in e, atoms 1 to 2: atom 1 (C): -0.458, atom 2 (H): 0.104

***

3.
C23H26FN4O5PtS2 | ωB97M-V/def2-TZVPD

The calculation puts the orbital gap at 7.314 eV. The value obtained for the energy above the lowest of the compared OMol25 structures with the same formula, charge and spin is 101.7 kJ/mol. The LUMO energy comes out at 2.420 eV. The value obtained for the total energy is -68112.2082 eV.

The geometry in ORCA input format:
```
! RIJCOSX wB97M-V def2-TZVPD def2/J DEFGRID3
* xyz -1 1
H -2.94 1.29 0.76
H -4.07 0.63 -1.40
H 0.85 -2.56 -2.83
C 0.88 2.40 0.23
H -0.50 -4.10 -2.02
H -2.49 0.50 -2.18
C -3.87 -3.40 -1.63
O -4.66 -1.35 0.81
H -1.37 1.14 -0.04
C -3.47 -1.31 0.53
C -2.95 -1.13 -0.88
H -2.81 -1.36 2.46
C 2.65 0.95 3.48
O 1.05 7.19 -0.37
N 1.68 -3.06 -2.50
C 3.06 0.84 2.18
C 2.32 -0.20 4.19
H 2.46 -2.46 -2.31
C 2.86 -1.56 2.32
C 0.83 3.68 0.72
H 1.73 3.07 -2.97
C -1.48 -1.55 -1.02
O -0.42 -1.09 2.28
H 0.59 3.87 1.76
C -1.12 -1.27 1.30
H -3.47 -1.68 -2.87
H -2.50 2.37 -0.57
C 1.20 2.15 -1.11
C 3.46 -0.55 0.13
O 0.91 6.35 1.67
C 2.42 -1.45 3.63
H 2.99 -2.55 1.87
C -3.84 -1.89 -1.86
C 3.18 -0.42 1.55
H -2.88 -3.84 -1.75
S 1.22 0.56 -1.83
C 1.44 -3.96 -1.51
N -0.64 -1.44 0.04
N -2.51 -1.37 1.50
H 0.01 -5.09 -0.72
N 0.25 -4.59 -1.55
C -3.01 0.39 -1.23
C 1.01 6.13 0.49
H 3.86 0.34 -0.35
H -4.24 -3.63 -0.62
H 2.55 1.92 3.97
H 3.98 -1.47 -0.15
H 1.63 5.34 -2.14
C -2.42 1.34 -0.20
C 1.47 3.25 -1.94
H 1.07 6.87 -1.28
C 1.40 4.54 -1.45
H 3.29 1.73 1.60
H -4.54 -3.88 -2.34
H -4.85 -1.48 -1.77
H 0.69 1.56 0.89
C 1.08 4.78 -0.11
O -1.09 -1.88 -2.14
S 2.54 -4.28 -0.29
Pt 1.48 -0.92 -0.10
H 2.16 -2.32 4.21
F 1.91 -0.07 5.47
*
```

Löwdin population analysis, charges in e, atoms 1 to 2: atom 1 (H): 0.084, atom 2 (H): 0.120

***

4.
C23H26N2O3S | ωB97M-V/def2-TZVPD

The calculation puts the orbital gap at 8.649 eV. The value obtained for the energy above the lowest of the compared OMol25 structures with the same formula, charge and spin is 138.8 kJ/mol. The LUMO energy comes out at 0.280 eV. The value obtained for the total energy is -44231.4991 eV.

The geometry in ORCA input format:
```
! RIJCOSX wB97M-V def2-TZVPD def2/J DEFGRID3
* xyz 0 1
C -0.35 1.50 1.03
C 0.05 -3.44 2.94
C 0.78 0.10 -2.88
H -5.00 -0.47 3.38
H -3.25 -2.21 4.17
H 1.56 1.41 -4.38
H 0.21 -1.45 1.53
C 1.91 2.13 0.49
O 1.17 -4.41 1.04
C 2.74 5.15 -0.49
C -3.16 -0.18 2.36
C 1.45 3.03 -0.47
H 3.18 4.93 0.47
N -0.96 -0.30 2.58
H -1.54 -2.05 4.66
C 0.84 -1.86 -4.83
H -0.57 -0.64 -0.73
H 1.57 -2.82 -0.71
C -1.27 0.67 1.76
N 0.72 -2.18 1.04
O -2.11 -3.08 1.37
C -2.23 -2.05 3.82
H 1.38 0.67 1.97
H 0.33 -4.34 3.48
H -1.88 2.51 -0.08
C 1.03 1.37 1.23
H -0.29 3.86 -1.39
C 1.26 -0.57 -5.13
C 1.23 0.41 -4.16
H 1.84 5.73 -0.33
H 1.61 -0.34 -6.13
H -5.10 0.53 1.92
H 3.34 3.30 -1.42
S -1.80 -3.54 2.72
H 0.86 -2.63 -5.59
H -0.81 -2.33 -1.18
H 0.06 -3.16 -3.32
C 0.35 -1.18 -2.57
O -2.60 0.79 1.59
H 2.97 2.01 0.65
C 2.42 3.86 -1.25
C 1.11 -1.91 -0.32
H 1.85 -1.10 -0.33
C -2.15 -0.85 2.98
C -0.10 -1.51 -1.18
H 0.31 -2.55 3.50
C 0.39 -2.16 -3.56
C -4.63 -0.34 2.37
H 0.76 0.87 -2.12
H 3.44 5.76 -1.06
C 0.08 3.17 -0.65
H -4.91 -1.23 1.79
C 0.70 -3.42 1.57
C -0.81 2.41 0.08
H 1.99 4.11 -2.22
*
```

Löwdin population analysis, charges in e, atoms 1 to 2: atom 1 (C): -0.155, atom 2 (C): -0.214

***

5.
C23H26N4O | ωB97M-V/def2-TZVPD

The calculation puts the orbital gap at 8.046 eV. The value obtained for the energy above the lowest of the compared OMol25 structures with the same formula, charge and spin is 0.0 kJ/mol. The LUMO energy comes out at 0.571 eV. The value obtained for the total energy is -32282.0397 eV. As for the SMILES: Cc1ccc(N[C@H]2CCCN(C(=O)c3ccc(-n4ccnc4)cc3)C2)cc1C.

The geometry in ORCA input format:
```
! RIJCOSX wB97M-V def2-TZVPD def2/J DEFGRID3
* xyz 0 1
H 6.55 3.14 1.71
C 2.98 -0.76 -1.05
H 3.97 -0.78 -1.51
C 4.40 1.74 -0.23
C 0.84 -2.36 0.12
C -3.67 -2.36 -0.43
N 0.77 -1.81 -1.21
H 3.67 -0.60 0.99
C 2.05 -1.68 -1.87
C 2.88 4.02 0.03
H 1.47 0.66 -1.32
H 1.78 -1.90 2.00
C -3.99 -1.34 0.46
H 1.26 2.87 -0.75
H 5.21 5.15 1.96
O -0.30 -0.62 -2.81
N -6.66 -1.10 2.80
C 6.43 2.88 0.65
H 2.51 -2.67 -1.96
C -6.39 -1.89 0.73
H 6.98 3.62 0.07
H -1.23 0.57 0.10
H -2.23 -3.11 -1.82
C 4.82 5.31 0.95
C 1.69 -1.46 1.01
H 5.01 0.85 -0.34
H 1.29 -3.36 0.05
C -0.32 -1.20 -1.74
H 2.28 4.91 0.13
H -4.35 -3.18 -0.57
C 2.30 2.87 -0.46
H -0.17 -2.47 0.52
H -4.67 -0.47 3.03
H -3.36 0.52 1.32
H 4.08 6.11 0.99
H 5.65 5.64 0.32
C 3.08 -1.29 0.39
H 1.22 -0.49 1.10
C -5.43 -0.91 2.42
C 4.22 4.05 0.41
H 1.88 -1.26 -2.86
C -2.47 -2.32 -1.12
C 4.98 2.89 0.27
H 6.87 1.91 0.48
C -3.10 -0.28 0.65
C -1.91 -0.26 -0.04
H -6.52 -2.30 -0.25
N 2.45 0.58 -1.12
C -7.28 -1.71 1.75
H 3.60 -2.25 0.37
N -5.20 -1.37 1.16
H -8.31 -1.97 1.81
C -1.58 -1.28 -0.93
C 3.05 1.70 -0.60
*
```

Löwdin population analysis, charges in e, atoms 1 to 2: atom 1 (H): 0.082, atom 2 (C): -0.301

***

6.
C23H26N4O | ωB97M-V/def2-TZVPD

The calculation puts the orbital gap at 8.387 eV. The value obtained for the energy above the lowest of the compared OMol25 structures with the same formula, charge and spin is 1.3 kJ/mol. The LUMO energy comes out at 0.582 eV. The value obtained for the total energy is -32282.0262 eV. As for the SMILES: Cc1nc(N2CCN(C(c3ccccc3)c3ccccc3)CC2)[nH]c(=O)c1C.

The geometry in ORCA input format:
```
! RIJCOSX wB97M-V def2-TZVPD def2/J DEFGRID3
* xyz 0 1
C -2.83 0.33 0.60
H 2.19 -2.74 -2.89
C 2.43 0.06 0.82
H -4.50 -3.02 0.44
H 0.90 -1.54 2.06
C 0.57 1.37 1.63
H 2.62 3.43 -2.39
C 4.38 3.32 -1.18
C -5.16 -2.35 -0.11
C -1.06 -0.65 1.93
C 3.80 -2.04 0.52
C 2.48 1.88 -0.92
H 0.65 1.22 2.71
H 2.85 -0.04 1.84
H -1.74 -1.50 1.83
C 2.26 -1.44 -1.20
N -1.67 0.47 1.27
C 4.37 1.63 0.52
C 2.64 -2.55 -1.93
C -5.20 0.07 -0.75
C 2.83 -1.18 0.04
H 4.86 1.13 1.34
H 1.49 1.58 -1.22
N 0.99 0.22 0.86
C -6.50 -0.08 -1.48
H -2.96 2.33 0.07
C 3.62 -3.40 -1.44
H -6.78 0.89 -1.89
C -0.88 1.69 1.24
H 4.26 -1.84 1.48
H -0.95 -0.42 3.00
N -3.39 1.42 0.00
H -6.40 -0.80 -2.30
H 1.50 -0.77 -1.59
H 4.88 4.13 -1.69
H -7.29 -0.43 -0.81
H 3.92 -4.27 -2.01
O -5.02 2.40 -1.20
H -1.30 2.44 1.92
H -6.14 -2.34 0.35
C 5.01 2.67 -0.13
C -4.58 -0.97 -0.11
C 0.30 -0.99 1.32
H -5.27 -2.71 -1.13
H 1.19 2.22 1.36
H -0.87 2.09 0.22
C 4.20 -3.14 -0.21
C 3.11 2.93 -1.57
C -4.60 1.37 -0.71
N -3.40 -0.85 0.55
H 4.95 -3.80 0.18
H 6.00 2.97 0.18
H 0.17 -1.64 0.45
C 3.10 1.23 0.13
*
```

Löwdin population analysis, charges in e, atoms 1 to 2: atom 1 (C): -0.320, atom 2 (H): 0.104

***

7.
C23H26N6O4S | ωB97M-V/def2-TZVPD

The calculation puts the orbital gap at 8.707 eV. The value obtained for the energy above the lowest of the compared OMol25 structures with the same formula, charge and spin is 213.4 kJ/mol. The LUMO energy comes out at 0.391 eV. The value obtained for the total energy is -52238.2319 eV. As for the SMILES: COc1ccc(OC)c(-n2nnnc2SCC(=O)Nc2ccc(C(=O)N3CCCCC3)cc2)c1.

The geometry in ORCA input format:
```
! RIJCOSX wB97M-V def2-TZVPD def2/J DEFGRID3
* xyz 0 1
C -4.88 -4.71 -0.20
H -0.67 1.88 1.05
H -5.13 -5.73 -0.49
C 5.93 0.74 -0.28
C -6.92 -1.82 -1.04
O -5.91 -3.91 -0.73
C 6.77 0.79 1.01
O -0.40 3.29 -1.76
O 4.23 -2.40 -0.62
H 5.01 1.31 -0.15
H 8.54 -2.08 0.28
C 4.39 -1.19 -0.52
H 7.36 -1.07 -1.65
C -7.01 2.35 -0.40
C -6.00 0.21 -0.14
C 3.23 -0.27 -0.33
H -2.02 3.71 0.99
N -0.18 2.09 0.18
H -6.78 3.37 -0.08
H -4.03 -2.44 0.63
N -2.28 1.31 1.82
N -3.31 -0.54 2.13
S -3.50 2.39 -0.36
H 8.66 0.38 0.06
C -2.09 3.52 -0.08
C -4.93 -0.54 0.36
C 6.78 -1.46 -0.81
H -8.00 2.07 -0.03
H -3.91 -4.45 -0.62
C -4.87 -1.92 0.20
C 8.03 -0.05 0.84
H 1.49 2.15 -1.94
N -3.90 0.07 1.08
C -6.99 -0.46 -0.86
C 1.76 1.45 -1.18
H 8.60 -0.05 1.77
H 2.68 -1.13 1.54
O -6.00 1.54 0.15
H 7.07 -1.94 1.27
C 2.89 0.65 -1.32
H -7.00 2.31 -1.49
C 2.43 -0.40 0.79
H -7.69 -2.34 -1.60
H 6.51 1.19 -1.10
H 6.43 -2.46 -1.05
H -7.82 0.08 -1.27
H 0.68 0.29 1.82
C -3.23 1.25 0.90
C 1.31 0.40 0.94
C -0.79 2.96 -0.66
C 0.97 1.33 -0.04
H 7.02 1.83 1.23
N 5.62 -0.62 -0.62
H -2.35 4.42 -0.62
C 7.64 -1.48 0.46
C -5.87 -2.57 -0.51
H 3.49 0.74 -2.21
H 6.17 0.40 1.83
H -4.84 -4.64 0.89
N -2.38 0.20 2.54
*
```

Löwdin population analysis, charges in e, atoms 1 to 2: atom 1 (C): -0.079, atom 2 (H): 0.086

***

8.
C23H26NO2 | ωB97M-V/def2-TZVPD

The calculation puts the orbital gap at 8.462 eV. The value obtained for the energy above the lowest of the compared OMol25 structures with the same formula, charge and spin is 143.1 kJ/mol. The LUMO energy comes out at -2.766 eV. The value obtained for the total energy is -29851.3482 eV. As for the SMILES: Cc1ccc([C@@H]([NH2+]C[C@@H](C)O)c2ccc(Oc3ccccc3)cc2)cc1.

The geometry in ORCA input format:
```
! RIJCOSX wB97M-V def2-TZVPD def2/J DEFGRID3
* xyz 1 1
O 1.24 3.91 5.73
H -5.38 0.29 -0.16
H 3.96 1.61 2.90
H -3.12 0.43 1.24
C -1.52 3.13 -0.11
C -3.61 1.46 -2.84
H -0.94 0.27 2.45
H 6.80 3.72 -0.30
C -4.82 -0.56 -3.43
H 1.58 2.17 -0.64
C 2.52 2.27 -0.11
C -1.09 1.05 1.70
H 1.36 0.72 2.45
C -3.97 0.50 -3.79
C -2.50 2.15 0.10
H -1.71 3.93 -0.82
H -5.10 -1.31 -4.18
H 5.96 3.51 -1.86
H 0.35 2.45 3.69
H 5.93 2.43 1.72
H -3.59 0.58 -4.81
H 3.18 2.89 4.19
H 2.56 1.18 4.28
C -2.31 1.13 1.04
C -0.31 3.03 0.57
C 4.91 2.72 -0.16
H 3.19 1.40 6.77
H -2.95 2.29 -3.09
C -5.33 -0.64 -2.13
C 4.97 2.39 1.20
H 0.28 3.94 5.61
C 1.32 1.76 2.09
H -6.01 -1.45 -1.85
O -3.71 2.28 -0.58
C 1.70 2.54 5.73
C -4.99 0.32 -1.18
C 3.83 1.98 1.88
H 1.36 3.57 3.06
C -4.10 1.33 -1.54
H 3.47 3.15 6.80
C 3.67 2.64 -0.81
H 0.45 3.80 0.40
C 2.70 2.38 6.83
C 2.31 2.25 4.38
H 0.87 1.83 5.87
H 6.76 2.14 -1.09
C -0.04 1.94 1.40
H 2.20 2.44 7.80
H 3.60 2.87 -1.87
C 6.17 3.05 -0.90
N 1.29 2.56 3.29
C 2.57 2.03 1.27
*
```

Löwdin population analysis, charges in e, atoms 1 to 2: atom 1 (O): -0.018, atom 2 (H): 0.119

***

no.,highest occupied orbital energy (eV)
1,-8.264
2,-7.904
3,-4.894
4,-8.369
5,-7.475
6,-7.806
7,-8.316
8,-11.228